The following is a quantum chemistry calculation of a cluster of 2 separate species, C41H38BNO4 in total, from OMol25.

Output
HOMO	-5.99	eV
ΔE to the lowest compared entry with this formula, charge and spin	134.18	kJ/mol
Kohn-Sham gap	3.58	eV
lowest unoccupied orbital energy	-0.0886	hartree

```
! RIJCOSX wB97M-V def2-TZVPD def2/J DEFGRID3
* xyz 0 1
H 2.759 -1.142 4.772
O 1.408 -2.676 0.023
H -1.415 1.705 -0.549
C -3.480 -2.956 2.564
H 2.680 4.481 -0.130
H -1.435 1.372 -2.533
H -2.073 -2.069 -1.849
H 1.349 1.820 3.762
H -1.651 4.084 -0.071
H -3.179 -2.468 4.686
C -0.940 6.454 0.181
H 5.577 -1.623 -2.542
H -4.486 -0.830 -2.155
C 1.768 3.886 -0.213
B -0.602 -1.325 0.660
C 4.618 -1.273 -2.146
H -0.742 1.425 2.055
C 0.748 1.695 -0.596
H -1.575 6.242 -0.690
C 0.081 0.736 2.233
C -0.347 -3.985 0.269
H -1.077 -1.083 3.791
H -0.905 -1.416 -5.783
O 1.421 -1.049 2.138
H 0.829 -5.887 -0.013
C 0.842 0.315 -1.042
C -1.705 -1.805 1.801
C -1.924 -0.847 -0.042
C 0.799 -4.807 0.031
C 1.860 -3.950 -0.120
H 5.489 -0.401 -0.370
C 3.349 -0.120 -0.407
H -4.685 1.858 0.730
C -0.652 3.657 -0.180
C -1.311 -0.003 -4.192
H 3.671 -1.382 3.258
O -2.766 -2.621 1.458
H 1.987 6.714 -1.023
C -3.768 -0.675 -1.357
H -1.456 6.080 1.075
C 3.080 -0.666 3.836
H -5.649 1.228 -0.643
O -2.759 0.120 0.485
H 1.287 -2.179 -4.745
C 1.937 -0.204 3.091
C -2.511 -1.330 -1.186
C 2.179 -0.305 -1.131
C 1.884 2.533 -0.458
H -1.350 -4.361 0.454
C 0.266 -0.480 1.627
C 1.510 6.739 -0.033
C 0.957 -1.015 -2.986
H -2.189 0.418 -4.685
C -0.516 2.306 -0.443
H 2.269 6.482 0.715
H 3.432 -2.061 -3.820
C -0.566 -1.010 -4.828
H 3.578 -5.114 -0.163
H -5.138 -3.890 3.367
C 2.243 -1.092 -2.324
C -2.876 -2.386 3.650
H 3.706 0.189 4.108
H 1.157 7.757 0.156
C -1.761 -1.638 3.164
C -0.921 0.513 -2.949
C 1.171 0.944 3.141
C 3.254 -4.109 -0.444
H 3.877 -3.372 0.070
N 0.367 5.848 0.040
C 0.147 -0.069 -2.273
C 0.060 -2.680 0.289
C 0.620 -1.471 -4.249
H -5.408 -3.241 1.742
C 4.567 -0.594 -0.919
H -0.813 7.535 0.271
C 0.494 4.498 -0.114
C -4.678 -3.749 2.387
H -5.650 0.359 0.900
H 3.414 -4.003 -1.524
H -4.457 -4.738 1.969
H 2.874 2.132 -0.635
C -5.021 0.950 0.212
C 3.446 -1.536 -2.858
C -3.908 0.162 -0.271
H 3.331 0.440 0.525
*
```


The following is a quantum chemistry calculation of a structure of composition C41H39N3O7P2Sn, from OMol25.

Output
HOMO (spin up / spin down)	-12.87 / -12.85	eV
ΔE to the lowest compared entry with this formula, charge and spin	0.00	kJ/mol
Kohn-Sham gap (spin up / spin down)	4.72 / 3.30	eV
lowest unoccupied orbital energy (spin up / spin down)	-0.2997 / -0.3512	hartree

```
! RIJCOSX wB97M-V def2-TZVPD def2/J DEFGRID3
* xyz 2 1
O -0.331 5.005 2.016
C -1.994 -4.236 1.858
C -2.829 -6.076 -2.506
C -0.317 -5.013 -2.157
C 3.113 1.473 2.897
C -3.921 -3.010 1.059
H 0.058 -2.534 -6.839
C -4.181 -7.954 -1.763
C -3.640 -6.683 -1.536
C -0.219 8.638 2.267
H 1.859 -0.283 3.015
H 3.513 3.072 1.434
Sn -1.322 3.973 0.458
H 3.225 -4.795 -8.709
C 3.063 -4.982 -6.559
H 4.254 0.047 -3.612
C -3.269 4.278 1.473
C 0.929 -1.210 -2.044
H -4.823 -2.425 1.257
N -0.736 5.147 4.636
H 0.006 -1.593 -1.599
C 2.684 -4.493 -7.810
H 3.420 1.049 -1.485
H -0.338 0.980 3.512
N 0.273 9.965 4.302
H -3.559 5.331 1.333
H 3.569 4.336 5.247
C 0.826 2.249 4.688
C -0.036 8.713 3.660
P -2.020 -4.410 -2.273
H 1.746 -4.674 -2.658
C -3.548 -3.273 -0.259
C -0.574 7.412 1.679
H -4.060 3.633 1.059
H -2.939 -8.540 -4.884
C 3.317 -0.299 -3.179
C 0.913 -3.209 -6.760
C 1.597 -3.612 -7.911
C -3.941 -8.620 -2.968
H 1.918 4.803 4.893
H -4.145 -2.894 -1.093
C 3.162 2.909 2.464
O 0.326 9.972 5.555
C 2.663 4.016 4.691
N -0.981 7.340 0.309
O 0.460 10.992 3.618
H 3.790 0.899 2.240
H -1.391 -4.619 2.679
O -1.575 4.332 4.206
H 2.945 -1.722 -4.763
C 2.096 2.724 5.343
C -3.146 -3.494 2.122
C -2.395 -4.046 -0.520
H 1.282 0.240 -0.490
H 3.898 -5.680 -6.475
H 2.670 -5.001 -4.444
H -3.839 -6.174 -0.591
C 0.675 1.348 3.714
C -2.578 -6.759 -3.716
C 1.319 -3.668 -5.487
O -1.407 6.197 -0.168
C 2.853 0.260 -1.984
C -1.602 -4.491 0.542
C 2.584 -1.296 -3.827
H -4.792 -8.420 -0.989
C 1.727 0.793 2.805
C -0.502 6.216 2.470
C 2.893 3.981 3.214
P 0.365 -3.077 -4.010
C -0.507 6.377 3.876
H 1.353 0.840 1.770
C 1.654 -0.197 -1.419
H -0.095 9.521 1.645
H -1.931 -6.304 -4.471
C 1.393 -1.758 -3.258
H 3.496 1.354 3.916
H -4.381 -9.602 -3.148
H 1.805 3.031 6.358
O -0.071 4.981 5.688
C 2.376 -4.586 -5.405
C 0.697 -4.408 -2.831
C -0.186 7.581 4.481
H 1.281 -3.242 -8.890
H -0.023 7.634 5.553
H 2.813 4.962 2.735
H -3.129 4.073 2.541
C -3.135 -8.019 -3.944
O -0.954 8.355 -0.411
H 2.870 1.952 5.462
H -0.076 2.645 5.160
H -0.686 -5.040 0.347
H -3.445 -3.286 3.151
H -0.160 -5.918 -1.557
*
```


The following is a quantum chemistry calculation of a structure of composition C41H40AlN2O2P2STe, from OMol25.

Output
HOMO	-16.18	eV
Kohn-Sham gap	8.28	eV
lowest unoccupied orbital energy	-0.2906	hartree

```
! RIJCOSX wB97M-V def2-TZVPD def2/J DEFGRID3
* xyz 3 1
C -1.601 -0.206 5.974
H 1.070 -1.936 -5.153
H 1.421 -2.108 -0.270
C -0.297 -3.103 -1.108
C 1.954 -4.027 -1.136
C 2.133 0.093 3.076
H 2.992 -4.010 -0.862
H 3.385 1.391 -6.598
C -3.865 -1.406 -1.713
C -1.454 5.804 -1.408
C 1.418 -5.129 -1.868
H -0.412 5.905 -1.772
H 6.515 1.182 0.623
C 1.664 1.028 -3.731
H 0.670 -0.749 -3.075
H -0.568 5.937 0.613
H 2.791 3.275 0.365
H 4.962 -1.622 3.846
C 1.094 -3.019 -0.758
C -1.538 5.827 0.132
H -3.208 -4.128 0.266
C 3.457 2.521 -0.023
H 3.647 0.014 -2.329
O -0.981 -0.575 -1.144
C -0.808 -4.165 -1.844
C -5.023 -3.752 -0.777
H -0.841 -2.773 1.779
H 4.151 0.657 3.631
C 5.571 1.377 0.119
C -3.753 -3.415 -0.336
H 2.898 2.648 -4.634
C 4.675 2.329 0.585
C -3.092 1.158 4.589
Al -0.770 1.112 -0.545
C -5.168 -1.757 -2.120
H -0.290 -5.948 -2.925
C 2.434 1.631 -4.724
O -0.198 0.786 1.183
N -1.933 4.493 -1.765
H -1.375 -0.679 6.909
H 0.159 -1.042 5.029
C 3.455 -0.140 3.456
H -5.399 -4.713 -0.468
H -2.034 3.381 2.240
H -3.636 3.732 1.672
C 1.317 -0.959 2.640
N -2.148 4.508 0.439
C -5.738 -2.953 -1.679
H 3.536 -3.533 3.049
C 3.907 0.706 -1.529
C -2.642 0.702 5.854
C 5.219 0.624 -0.993
C 1.772 -2.303 2.777
C 3.074 1.661 -1.070
H 2.423 -0.891 -7.000
Te 1.268 2.310 -1.995
H -3.949 1.814 4.440
H 1.769 1.143 2.936
H -2.817 0.924 2.489
S -2.857 2.100 -0.598
H -1.851 3.985 -2.639
C -2.289 3.748 -0.667
P -0.283 -0.429 2.169
H 5.942 -0.063 -1.383
C 2.756 0.910 -5.892
H -2.241 6.607 0.525
C -0.788 -0.498 4.883
H -3.187 1.000 6.696
H -5.701 -1.075 -2.795
C -1.185 -0.025 3.611
H -2.625 5.005 2.431
H -3.375 -0.539 -2.221
C -3.131 -2.236 -0.829
H -6.736 -3.181 -1.881
C 0.087 -5.157 -2.271
P -1.425 -1.909 -0.437
H 1.101 -3.123 2.653
C -2.391 0.750 3.471
C 2.231 -0.340 -6.097
H -1.832 -4.226 -2.151
H 4.879 3.018 1.400
C -2.639 4.118 1.765
H 2.119 -5.848 -2.252
H -2.287 -1.799 1.765
C -1.251 -1.828 1.385
C 3.915 -1.454 3.570
C 1.519 -0.951 -5.057
H -2.084 6.619 -1.805
C 3.110 -2.531 3.165
C 1.234 -0.277 -3.874
*
```


Here are the calculated strongest force on any atom numbers, same order: 3.30, 3.95, 3.46 (eV/Å).
Here are the calculated M numbers, same order: 619.57, 866.44, 841.38 (g/mol).